Formula: C25H57IO2
Source: the OMol25 dataset
Level of theory: ωB97M-V/def2-TZVPD

Each line ends with the Mulliken charge.
Positions of all 85 atoms, in Å:
C: -2.83276 -2.30618 -1.87762  -0.1176
O: -2.13577 -3.15757 -2.76911  -0.4612
C: -0.86375 -2.68360 -3.15926  -0.5066
C: 0.12165 -2.55498 -1.99373  0.2951
C: 1.53660 -3.04117 -2.33796  -0.8001
C: 1.77544 -4.50376 -1.96474  -0.3226
C: 2.88842 -5.16799 -2.75803  -1.2258
I: 2.37409 -5.45996 -4.81319  -0.0088
O: 0.15430 -1.19402 -1.57497  -0.3053
C: 0.40192 -1.04649 -0.19489  -0.2317
H: -2.54910 -1.26061 -2.02164  -0.2674
H: -3.89949 -2.41519 -2.07814  0.2710
H: -2.64047 -2.58012 -0.83350  0.2637
H: -0.93617 -1.69814 -3.64263  0.1194
H: -0.50468 -3.40534 -3.89544  0.3843
H: -0.28153 -3.17421 -1.17775  0.2362
H: 1.71093 -2.91213 -3.41153  0.4389
H: 2.25196 -2.39255 -1.82612  0.3807
H: 0.85304 -5.08242 -2.07746  0.4036
H: 2.04740 -4.56865 -0.90364  0.1482
H: 3.12737 -6.16007 -2.38731  0.5133
H: 3.79263 -4.56238 -2.77478  0.4184
H: 0.83926 -0.06266 -0.02784  -0.1396
H: 1.10738 -1.80082 0.17447  0.0616
H: -0.52917 -1.12791 0.38169  0.3505
C: -1.60418 1.48773 -4.33505  -1.6720
C: -2.29119 1.46006 -2.97461  1.1083
C: -3.76977 1.08209 -3.04608  -0.6342
C: -4.63559 2.04348 -3.86359  -0.9996
C: -4.56986 3.50216 -3.41202  -0.3359
C: -5.01142 3.71407 -1.96847  -1.1561
H: -2.04728 2.23201 -4.99918  0.4359
H: -0.54361 1.72316 -4.23547  0.4005
H: -1.68378 0.51680 -4.83109  0.2803
H: -2.18255 2.43481 -2.49017  0.0858
H: -1.76650 0.74803 -2.33142  -0.5804
H: -4.16738 1.00850 -2.02922  0.4599
H: -3.86258 0.08049 -3.47761  0.3745
H: -5.67474 1.70264 -3.81307  0.4288
H: -4.35160 1.98547 -4.91766  0.3383
H: -5.19884 4.10146 -4.07541  0.4039
H: -3.55229 3.88286 -3.53990  0.1848
H: -6.03013 3.34981 -1.81530  0.3031
H: -4.99083 4.77067 -1.69861  0.3812
H: -4.36318 3.18452 -1.26780  0.2191
C: 2.30777 4.45847 3.59722  -1.3453
C: 2.39322 3.39066 2.51294  -0.0951
C: 2.46311 3.96141 1.09682  -0.7203
C: 1.26143 4.81775 0.68846  -0.8429
C: -0.09183 4.12093 0.82646  -0.5711
C: -0.20151 2.84453 0.00164  -0.2849
H: 1.40059 5.05740 3.50145  0.2902
H: 2.30263 4.01304 4.59279  0.3923
H: 3.16017 5.13949 3.54008  0.3093
H: 1.53562 2.71601 2.59845  0.1112
H: 3.27841 2.77180 2.68296  0.3874
H: 2.58067 3.13656 0.38863  0.2958
H: 3.36953 4.56789 1.00254  0.4284
H: 1.39723 5.12797 -0.35253  0.3640
H: 1.24883 5.73867 1.27739  0.3579
H: -0.87900 4.81833 0.52837  0.3645
H: -0.28060 3.88820 1.87876  0.2740
H: -0.03799 3.04190 -1.06053  0.2764
H: -1.18711 2.38781 0.10624  0.3962
H: 0.53786 2.10761 0.31727  -0.3489
C: 1.06994 -3.53277 6.24794  -1.2181
C: 2.13548 -2.52625 5.82962  -0.4273
C: 1.61768 -1.44867 4.87784  -0.8650
C: 1.05738 -1.97795 3.55589  -0.4145
C: 2.02833 -2.83551 2.74598  -0.1786
C: 3.29620 -2.09452 2.33611  -1.2488
H: 0.68489 -4.09162 5.39330  0.2837
H: 1.46722 -4.25704 6.95992  0.3881
H: 0.22361 -3.02912 6.72091  0.2925
H: 2.97577 -3.05468 5.36957  0.2122
H: 2.54133 -2.03794 6.71924  0.3975
H: 2.42201 -0.73623 4.67526  0.2820
H: 0.83158 -0.87791 5.38244  0.4296
H: 0.74920 -1.12254 2.94431  0.1173
H: 0.14768 -2.55357 3.74625  0.4296
H: 1.51074 -3.18563 1.84770  0.0958
H: 2.29566 -3.73702 3.30442  0.4559
H: 3.05368 -1.19571 1.76278  0.2027
H: 3.94102 -2.72119 1.71804  0.3866
H: 3.87932 -1.78248 3.20394  0.4153

Output
**Calculated total energy**: -39045.0733 eV
**F_max**: 0.004 Eh/bohr
**Orbital gap**: 9.929 eV
**HOMO**: -9.4 eV